Record 1
134
Properties=species:S:1:pos:R:3:forces:R:3 method="wB97M-V/def2-TZVPD" orbital_gap_ev=9.46 total_charge=0 smiles="CNC(C)=O.CNC(C)=O.CNC(C)=O.CNC(C)=O.CNC(C)=O.CNC(C)=O.CNC(C)=O.CNC(C)=O.CNC(C)=O.C1CCOC1.C1CCOC1" relative_energy_kj_mol=0.00 lumo_energy_ev=0.17 total_energy_ev=-73513.3923
C -7.134 -2.021 1.765 0.5 -0.1 0.0
N -6.680 -1.611 0.449 -0.7 0.0 0.2
C -5.447 -1.831 -0.024 0.5 0.2 -0.6
C -5.137 -1.192 -1.349 -0.3 -0.1 -1.5
O -4.603 -2.469 0.570 0.5 -0.5 0.7
H -8.194 -2.248 1.713 -0.1 0.1 0.2
H -6.899 -1.252 2.505 -0.3 0.1 0.0
H -6.595 -2.910 2.087 0.0 -0.1 -0.2
H -7.305 -1.052 -0.101 0.0 0.1 -0.1
H -5.735 -1.580 -2.187 -0.5 0.0 0.5
H -4.150 -1.435 -1.737 0.3 0.2 0.7
H -5.310 -0.117 -1.332 0.2 0.0 0.1
C 5.065 -1.881 -1.837 -0.1 0.0 -0.1
N 3.765 -2.241 -1.316 -0.4 0.0 -0.1
C 3.536 -2.471 -0.006 0.2 -1.2 0.4
C 2.116 -2.852 0.382 0.7 0.6 -0.5
O 4.428 -2.433 0.823 0.2 0.5 0.2
H 5.001 -1.903 -2.922 0.1 0.1 0.0
H 5.831 -2.584 -1.518 0.0 0.0 0.1
H 5.340 -0.879 -1.511 0.1 0.0 -0.1
H 3.011 -2.410 -1.954 0.0 0.1 -0.1
H 2.079 -3.677 1.082 0.3 -0.1 0.1
H 1.562 -3.113 -0.520 -0.4 0.3 0.2
H 1.784 -1.948 0.901 -0.7 -0.2 -0.1
C 3.697 1.523 -2.863 -0.1 1.1 -0.1
N 4.490 2.334 -1.949 -0.1 0.1 0.4
C 5.832 2.464 -2.036 0.7 -0.5 -0.6
C 6.518 3.172 -0.890 -0.3 0.1 0.5
O 6.483 2.010 -2.972 -0.3 0.1 0.2
H 3.109 2.172 -3.525 0.1 -0.1 0.0
H 2.970 0.947 -2.290 0.3 -0.4 -0.2
H 4.381 0.977 -3.506 -0.1 -0.4 0.2
H 4.042 2.731 -1.131 0.0 -0.2 0.0
H 6.469 4.253 -1.028 -0.1 0.0 0.0
H 7.562 2.892 -0.810 0.1 -0.1 -0.3
H 6.050 2.909 0.065 -0.1 0.2 -0.1
C -2.505 -0.812 3.129 0.0 0.1 -0.1
N -1.604 0.323 3.176 0.1 0.1 0.1
C -0.265 0.226 2.973 0.4 0.1 -0.1
C 0.522 1.478 3.329 -0.8 0.3 0.8
O 0.281 -0.779 2.541 -0.2 0.0 0.2
H -3.171 -0.787 2.265 0.2 -0.1 -0.1
H -3.144 -0.849 4.012 0.2 0.1 0.1
H -1.870 -1.694 3.103 -0.2 -0.1 -0.1
H -1.956 1.221 3.454 -0.1 0.0 0.1
H -0.048 2.051 4.072 0.0 0.1 -0.3
H 0.682 2.114 2.460 0.3 -0.1 -0.1
H 1.440 1.240 3.861 0.2 -0.3 -0.5
C 4.178 3.879 3.318 -0.8 0.5 0.4
N 4.285 2.571 2.723 0.4 0.1 0.2
C 3.803 2.226 1.517 -0.2 -0.2 -0.5
C 3.922 0.761 1.181 0.4 -0.3 0.1
O 3.271 3.034 0.749 0.2 0.0 0.2
H 3.796 4.587 2.588 0.1 -0.1 -0.1
H 5.089 4.290 3.751 0.3 -0.4 -0.3
H 3.453 3.843 4.141 0.0 0.1 -0.1
H 4.663 1.839 3.296 0.0 -0.1 0.0
H 3.092 0.448 0.558 -0.2 0.0 0.2
H 3.998 0.152 2.083 -0.3 -0.1 -0.1
H 4.811 0.494 0.603 0.1 0.5 0.0
C -1.204 -1.661 -0.269 -0.1 0.0 -0.3
N -0.687 -1.016 -1.470 -0.1 -0.2 0.2
C 0.095 0.082 -1.568 0.4 0.9 -0.7
C 0.526 0.825 -0.307 -0.4 -1.0 -0.7
O 0.475 0.499 -2.671 -0.4 -0.4 0.6
H -0.419 -2.167 0.289 0.0 0.3 0.3
H -1.896 -2.444 -0.580 -0.1 0.1 0.0
H -1.761 -0.955 0.346 0.1 -0.1 0.2
H -0.994 -1.389 -2.353 0.2 0.0 -0.2
H 1.168 1.631 -0.642 0.1 0.1 0.2
H 1.048 0.090 0.304 0.0 0.3 0.4
H -0.336 1.213 0.236 0.0 -0.1 0.1
C 0.747 4.081 -2.377 -0.2 -0.2 -0.3
N 1.301 4.596 -1.138 0.0 -0.4 -0.5
C 0.662 5.444 -0.296 0.0 0.1 -0.5
C 1.381 5.698 1.003 -0.1 0.3 0.5
O -0.408 5.976 -0.573 0.3 -0.4 0.2
H 1.079 3.047 -2.486 -0.1 0.0 -0.1
H 1.057 4.626 -3.278 0.1 0.1 0.3
H -0.344 4.076 -2.373 0.1 0.1 0.3
H 2.161 4.143 -0.869 -0.1 0.3 0.5
H 1.337 6.765 1.222 -0.1 0.0 0.0
H 2.415 5.369 1.031 0.0 -0.1 -0.3
H 0.857 5.184 1.813 -0.1 0.0 -0.1
C 0.338 -3.891 3.262 -1.6 0.2 0.2
N -0.310 -4.475 4.434 0.2 0.0 0.0
C 0.334 -5.369 5.211 0.8 -0.1 0.7
C -0.385 -5.917 6.422 -0.9 -0.4 0.0
O 1.490 -5.700 4.999 -0.1 0.1 -0.3
H 0.700 -4.697 2.634 0.4 0.2 -0.1
H 1.034 -3.090 3.496 0.5 -0.4 0.1
H -0.481 -3.375 2.754 0.2 -0.1 -0.4
H -1.253 -4.225 4.661 -0.1 0.0 0.0
H 0.243 -6.659 6.900 0.2 0.1 0.0
H -1.316 -6.427 6.144 0.1 0.1 -0.1
H -0.676 -5.163 7.155 0.2 0.2 -0.1
C 0.590 1.915 -5.962 0.4 -0.4 -1.3
N -0.628 2.579 -6.402 0.5 0.1 1.5
C -1.324 2.212 -7.490 -0.5 0.4 -0.2
C -2.668 2.904 -7.693 0.8 -0.2 0.2
O -0.939 1.362 -8.264 0.3 -0.5 -0.2
H 0.909 2.161 -4.957 -0.3 0.4 0.1
H 1.367 2.168 -6.691 0.2 -0.1 0.3
H 0.486 0.831 -6.011 -0.2 0.0 0.0
H -0.930 3.332 -5.814 -0.4 0.1 -0.1
H -2.660 3.382 -8.668 -0.1 0.0 -0.1
H -2.866 3.643 -6.921 -0.2 0.0 0.0
H -3.382 2.083 -7.678 -0.3 0.2 0.0
C -2.507 3.612 1.356 -0.5 -0.7 -0.1
C -2.587 3.086 -0.084 0.4 1.0 -0.2
C -3.734 2.083 -0.060 0.0 0.6 0.7
O -4.500 2.334 1.140 0.3 0.0 -0.2
C -3.963 3.471 1.805 0.1 -0.2 0.6
H -2.172 4.636 1.488 0.3 0.0 -0.3
H -1.892 2.924 1.944 0.1 0.2 0.1
H -1.676 2.663 -0.507 0.1 -0.1 0.3
H -2.771 3.957 -0.718 -0.4 -0.2 -0.1
H -3.351 1.067 0.055 -0.2 -0.1 -0.6
H -4.378 2.272 -0.919 0.0 -0.6 -0.1
H -3.978 3.295 2.888 -0.3 -0.1 -0.1
H -4.600 4.339 1.614 0.3 0.2 -0.2
C -0.664 -5.636 -0.316 0.2 -0.7 -0.5
C -1.779 -5.427 0.683 -0.8 0.4 0.2
C -3.008 -5.451 -0.217 0.1 0.1 0.2
O -2.740 -6.474 -1.160 0.0 -0.3 -0.1
C -1.325 -6.575 -1.367 -0.1 0.7 0.3
H 0.209 -6.120 0.126 0.1 0.2 -0.1
H -0.362 -4.724 -0.835 0.0 0.2 0.3
H -1.755 -4.503 1.262 0.3 0.0 -0.1
H -1.862 -6.257 1.390 0.2 0.0 -0.1
H -3.165 -4.483 -0.712 0.1 0.0 0.0
H -3.921 -5.682 0.333 0.0 -0.1 -0.1
H -1.114 -6.229 -2.383 0.2 -0.2 0.0
H -0.995 -7.607 -1.230 -0.2 0.0 -0.1

***

Record 2
44
Properties=species:S:1:pos:R:3:forces:R:3 method="wB97M-V/def2-TZVPD" orbital_gap_ev=8.87 total_charge=0 smiles=COc1cccc(OCCCCN2CCCCC2)c1 relative_energy_kj_mol=114.97 lumo_energy_ev=0.76 total_energy_ev=-22582.3068
C 3.965 1.148 -4.182 -0.2 0.1 -0.2
O 4.811 0.665 -3.169 0.1 -0.2 0.3
C 4.284 -0.129 -2.193 0.2 -0.1 0.2
C 5.183 -0.579 -1.229 0.0 0.2 -0.2
C 4.739 -1.390 -0.204 -0.1 0.1 -0.1
C 3.412 -1.761 -0.123 -0.3 -0.1 0.0
C 2.507 -1.314 -1.084 0.3 -0.1 0.2
O 1.223 -1.732 -0.925 0.1 0.0 0.1
C 0.233 -1.290 -1.829 -0.4 0.0 -0.4
C -1.107 -1.871 -1.385 0.4 0.1 0.3
C -1.507 -1.428 0.022 0.0 0.1 -0.2
C -1.789 0.073 0.118 0.0 -0.3 0.0
N -2.589 0.394 1.287 0.0 0.1 -0.1
C -3.181 1.717 1.192 -0.3 0.0 0.0
C -4.159 1.944 2.340 0.2 0.2 0.0
C -3.437 1.809 3.675 -0.2 -0.2 0.0
C -2.758 0.445 3.726 0.2 0.2 0.0
C -1.837 0.272 2.523 -0.1 -0.3 0.2
C 2.944 -0.496 -2.121 -0.3 0.1 -0.3
H 3.172 1.785 -3.778 0.0 0.0 0.0
H 3.518 0.332 -4.759 0.0 0.0 0.0
H 4.601 1.742 -4.838 -0.1 0.0 0.0
H 6.216 -0.281 -1.307 0.1 0.0 0.0
H 5.437 -1.738 0.542 0.1 0.0 0.1
H 3.050 -2.395 0.671 -0.1 -0.1 0.1
H 0.187 -0.193 -1.838 0.1 -0.1 0.0
H 0.466 -1.639 -2.846 0.0 0.1 0.1
H -1.869 -1.572 -2.106 0.0 0.0 -0.1
H -1.027 -2.960 -1.401 0.0 0.0 -0.1
H -0.706 -1.711 0.706 0.0 -0.1 0.1
H -2.414 -1.957 0.317 0.0 0.0 0.1
H -2.366 0.373 -0.762 0.1 0.0 0.0
H -0.841 0.642 0.114 -0.1 0.0 -0.1
H -3.714 1.786 0.239 0.1 0.0 0.0
H -2.406 2.508 1.207 0.0 0.0 0.0
H -4.950 1.196 2.279 -0.1 0.0 0.0
H -4.609 2.934 2.243 -0.1 0.0 0.0
H -4.141 1.917 4.502 0.0 0.1 0.0
H -2.684 2.596 3.766 0.0 0.1 0.0
H -3.518 -0.338 3.701 0.0 -0.1 0.0
H -2.180 0.336 4.646 0.0 -0.1 0.0
H -1.381 -0.718 2.557 0.1 0.1 0.0
H -1.025 1.024 2.570 0.0 0.0 0.0
H 2.248 -0.150 -2.866 -0.1 0.0 -0.1